# 1
Density functional theory data (ωB97M-V/def2-TZVPD) for C17H15NO3 in the gas phase in a non-equilibrium geometry.

* HOMO level: -7.815 eV
* SMILES: CC(=O)NCC1=C(c2ccccc2)Oc2ccccc2O1
* HOMO-LUMO gap: 8.54 eV

```
! wB97M-V def2-TZVPD RIJCOSX def2/J DEFGRID3
* xyz 0 1
O -1.37 3.24 2.56
O 0.59 -1.53 -1.51
O -0.45 -1.38 1.17
C -0.63 2.36 2.93
C 0.00 -0.42 -1.08
C -0.46 -0.35 0.24
C -0.68 2.99 -3.63
C 1.78 -4.64 -0.18
C 1.22 -4.68 1.09
C 0.43 3.06 -2.73
C -1.49 1.83 -3.66
C 1.53 -3.60 -1.06
C 0.41 -3.60 1.49
C 0.68 1.91 -1.90
C -1.15 0.71 -2.93
C 0.86 -2.50 -0.59
C 0.27 -2.44 0.68
C -0.10 0.70 -2.02
N -0.35 1.26 2.09
C -0.08 2.44 4.32
C -1.02 0.93 0.81
H -0.93 3.87 -4.17
H 2.41 -5.48 -0.48
H 1.08 -5.63 1.68
H 0.83 3.99 -2.67
H -2.28 1.73 -4.42
H 1.98 -3.52 -2.03
H -0.19 -3.69 2.40
H 1.62 2.05 -1.27
H -1.75 -0.14 -3.11
H 0.15 0.56 2.51
H -0.77 1.76 4.89
H 0.89 2.08 4.43
H -0.02 3.47 4.77
H -0.98 1.87 0.19
H -2.05 0.78 1.16
*
```

***

# 2
Density functional theory data (ωB97M-V/def2-TZVPD) for C17H15NO3 in the gas phase in a non-equilibrium geometry.

* HOMO level: -8.231 eV
* SMILES: C=COc1ccc(N2C(=O)c3ccccc3O[C@@H]2C)cc1
* HOMO-LUMO gap: 8.17 eV

```
! wB97M-V def2-TZVPD RIJCOSX def2/J DEFGRID3
* xyz 0 1
O 2.52 0.25 0.88
O -3.15 -1.73 3.37
O 0.40 0.74 -2.43
C 1.89 0.51 -0.16
C -5.11 -2.97 3.63
C -4.37 -2.01 2.96
C 3.68 0.18 -3.91
C 4.60 0.10 -2.78
C -1.08 -1.64 2.42
C -2.64 0.20 2.02
C 2.31 0.38 -3.74
C 4.03 0.07 -1.58
C -0.09 -1.02 1.63
C -1.68 0.66 1.17
C -2.30 -1.03 2.52
C 1.74 0.48 -2.50
C 2.60 0.30 -1.39
C -0.42 0.17 0.93
N 0.50 0.74 -0.04
C 0.48 2.89 -1.20
C -0.05 1.40 -1.22
H -5.78 -3.52 3.16
H -4.58 -3.43 4.44
H -4.85 -1.65 2.11
H 4.16 0.21 -4.88
H 5.64 -0.11 -2.70
H -0.78 -2.55 2.90
H -3.64 0.64 2.20
H 1.70 0.50 -4.61
H 4.60 -0.21 -0.72
H 0.89 -1.46 1.73
H -1.90 1.62 0.60
H 1.39 2.96 -0.65
H -0.25 3.46 -0.63
H 0.62 3.40 -2.12
H -1.07 1.49 -1.43
*
```

***

# 3
Density functional theory data (ωB97M-V/def2-TZVPD) for C17H15NO4S in the gas phase in a non-equilibrium geometry.

* HOMO level: -7.803 eV
* SMILES: CC(C)(O)C#Cc1ccc(C(=O)Nc2ccc3c(c2)OCO3)s1
* HOMO-LUMO gap: 7.66 eV

```
! wB97M-V def2-TZVPD RIJCOSX def2/J DEFGRID3
* xyz 0 1
C 3.31 -2.75 6.21
H 3.81 -3.23 7.04
H 2.26 -3.04 6.21
H 3.37 -1.68 6.32
C 3.98 -3.19 4.89
C 3.27 -2.57 3.78
C 2.65 -2.14 2.83
C 1.94 -1.59 1.76
C 2.10 -1.89 0.43
C 1.23 -1.16 -0.39
C 0.40 -0.32 0.31
C -0.65 0.62 -0.10
O -1.26 1.27 0.73
N -0.86 0.66 -1.45
C -1.78 1.43 -2.16
C -2.66 2.32 -1.55
C -3.56 3.07 -2.29
C -3.56 2.91 -3.65
C -2.68 2.03 -4.27
C -1.79 1.28 -3.56
H -1.11 0.59 -4.05
O -2.89 2.06 -5.63
C -3.92 2.99 -5.84
O -4.34 3.52 -4.60
H -3.55 3.81 -6.49
H -4.77 2.49 -6.34
H -4.24 3.76 -1.81
H -2.63 2.42 -0.48
H -0.29 0.06 -2.02
S 0.70 -0.41 2.01
H 1.22 -1.27 -1.46
H 2.82 -2.60 0.07
C 5.45 -2.76 4.86
H 5.53 -1.68 4.93
H 5.97 -3.22 5.70
H 5.90 -3.10 3.94
O 3.96 -4.60 4.76
H 3.05 -4.91 4.76
*
```